Record 1
This record from the Open Molecules 2025 dataset describes a 2-piece molecular cluster, C4H15N3O overall at a distorted geometry. The level of theory is ωB97M-V with the def2-TZVPD basis set.

Computed properties:
SMILES string	C[C@@H](N)CNCN.O
multiplicity	1
energy	-400.8508	Ha

Atoms and positions in Å:
C 1.66257 -0.63034 1.04260
C 1.42919 0.78934 0.62660
N 2.42893 1.43451 -0.34191
C 0.19449 0.91826 -0.22522
N -0.98127 0.84701 0.65926
C -2.27391 0.80531 -0.09190
N -2.51153 -0.32246 -1.02392
H 2.05920 -0.63349 2.05488
H 0.83913 -1.29953 0.91446
H 2.56878 -1.10326 0.60537
H 1.27192 1.53884 1.46501
H 2.84286 0.79245 -0.98161
H 3.18032 1.86487 0.17897
H 0.18180 1.87230 -0.70259
H 0.25232 0.10165 -1.07833
H -0.90531 0.13183 1.34985
H -2.38943 1.75744 -0.62344
H -3.11433 0.80643 0.69976
H -1.98585 -0.54478 -1.82235
H -2.67336 -1.17701 -0.51669
O -1.04207 -2.61970 -0.87835
H -0.75375 -2.99809 -0.00316
H -0.28071 -2.33158 -1.30729

Mulliken atomic charge list, values in e, 2 entries: atom 1 (C): -1.17, atom 2 (C): 0.26


Record 2
This record from the Open Molecules 2025 dataset describes a 4-piece molecular cluster, C5H18NO2 overall at a distorted geometry. The level of theory is ωB97M-V with the def2-TZVPD basis set.

Computed properties:
multiplicity	1
energy	-406.0222	Ha
net charge	+1

Atoms and positions in Å:
C -0.37061 0.41541 -0.99066
C 0.02730 -0.64199 0.03230
C -0.81979 -1.88124 0.20911
C 1.46253 -0.94723 -0.47764
C 2.32949 -1.58096 0.61649
N -1.43523 1.36819 -0.71067
H -0.60998 -0.12223 -1.91793
H 0.55753 0.98693 -1.12347
H 0.24091 -0.14229 0.98771
H -0.77427 -2.49438 -0.69977
H -0.47952 -2.53156 1.00953
H -1.87846 -1.64881 0.31737
H 1.35564 -1.43895 -1.44579
H 1.97584 0.01442 -0.63032
H 2.01747 -2.61983 0.75236
H 3.34013 -1.70105 0.22112
H 2.35147 -1.00033 1.53180
H -1.52669 2.02689 -1.49883
H -0.04294 3.01380 -0.05134
H -1.05179 2.08892 0.05609
H -4.06679 0.40225 1.49810
H -2.87816 0.70155 0.54117
O -3.29820 0.01724 1.06756
H 1.48316 2.68519 0.01847
H 2.99541 2.76653 -0.20764
O 2.30073 2.15957 0.08178

Mulliken atomic charge list, values in e, 2 entries: atom 1 (C): -1.03, atom 2 (C): 0.87


Record 3
This record from the Open Molecules 2025 dataset describes C11H11Cl2O3PRhTl as an isolated structure at a distorted geometry. The level of theory is ωB97M-V with the def2-TZVPD basis set.

Computed properties:
multiplicity	5
energy	-2194.3053	Ha
net charge	+4

Atoms and positions in Å:
Tl -0.95443 1.60565 -2.56050
Rh 0.52394 0.86411 -0.78566
Cl 0.15790 1.99742 -4.76460
Cl 0.53577 -0.68345 -2.57731
C -0.55361 -0.39602 -0.01604
C -0.40524 1.27234 -9.53080
C 0.87303 -1.95071 -8.44172
O -1.28815 -1.22872 0.37040
O -0.71394 1.60309 -10.57162
O 0.60447 -1.76461 -9.54415
C 0.20876 3.79471 0.61116
P 0.60259 2.07211 0.97678
C 2.29714 2.01855 1.59940
C -0.51911 1.66939 2.37550
C -0.01807 1.53078 3.67446
C -0.90366 1.34210 4.74453
C -2.28851 1.28680 4.51034
C -2.78172 1.42775 3.20835
C -1.89972 1.61124 2.13540
H 0.62527 4.00753 -0.38322
H 0.67181 4.42321 1.38331
H -0.88303 3.92205 0.62212
H 2.92266 2.49161 0.82591
H 2.40846 2.56384 2.54648
H 2.60716 0.96758 1.72157
H 1.05659 1.55839 3.85583
H -0.51296 1.22356 5.74532
H -2.96917 1.11924 5.33957
H -3.85234 1.37430 3.02267
H -2.29938 1.70416 1.11923

Mulliken atomic charge list, values in e, 2 entries: atom 1 (Tl): 0.87, atom 2 (Rh): 0.05


Record 4
This record from the Open Molecules 2025 dataset describes a 2-piece molecular cluster, C3H8N2OS overall at a distorted geometry. The level of theory is ωB97M-V with the def2-TZVPD basis set.

Computed properties:
multiplicity	1
energy	-701.8463	Ha

Atoms and positions in Å:
C -1.13824 0.17178 -2.60926
C 1.83551 -0.20333 -0.25001
C -1.19651 -0.70239 -0.49957
N -0.56826 -1.45600 1.59855
N -1.09908 -1.26731 0.53552
O -1.80351 -0.62398 -1.62723
S 0.96930 0.67389 1.05275
H -0.70037 1.00615 -2.09180
H -1.91278 0.64759 -3.42005
H -0.36227 -0.38669 -3.07611
H 1.81354 -1.30651 0.08067
H 2.90566 0.14222 -0.31419
H 1.29762 -0.07802 -1.21493
H 1.21118 1.76303 0.18551
H -1.00992 -1.16877 2.44762

Mulliken atomic charge list, values in e, 2 entries: atom 1 (C): -0.64, atom 2 (C): -0.66


- The lowest energy belongs to which entry?
  C11H11Cl2O3PRhTl


- energy of number 1 (C4H15N3O)?
  -400.8508 Ha